# 1
This record from the OMol25 dataset describes C35H68F12LiO27P2 as an isolated structure in a non-equilibrium geometry. The level of theory is wB97M-V/def2-TZVPD.

```
145
Properties=species:S:1:pos:R:3:lowdin_charge:R:1
C 1.44 -3.55 -1.69 -0.0402
H -0.20 1.80 3.95 0.0861
C -1.35 4.90 7.62 -0.2218
H 0.47 3.34 1.24 0.0454
C -0.41 2.37 -2.20 -0.0100
H 5.39 -4.36 3.98 0.0747
H -1.55 -3.93 -7.95 0.0969
O 0.63 3.02 -2.97 0.0241
H -0.30 5.21 7.67 0.1288
H -2.69 -4.23 -2.17 0.0637
H -1.08 1.08 -6.28 0.0742
C -1.63 -5.64 0.24 -0.5948
C 1.35 3.99 1.24 -0.0704
O 5.05 0.27 3.34 0.1337
H -1.62 -2.13 -2.69 0.0639
C -1.74 6.48 -4.21 -0.0421
C -4.16 3.13 -3.25 -0.5472
O -1.77 5.70 -3.05 0.0045
C -2.32 6.14 -1.94 -0.5970
O 5.63 5.04 1.82 0.0065
C 2.64 3.24 1.50 -0.1881
O -3.60 -1.17 -6.21 0.1454
F 0.62 -2.89 5.22 -0.1245
H 7.47 4.07 1.32 0.0944
H -0.91 7.19 -4.14 0.1029
Li -1.64 -2.96 2.06 0.7129
H -1.53 4.04 8.26 0.1251
H -5.81 1.57 -1.52 0.1295
O 2.86 0.43 3.06 -0.0001
O -1.50 -2.06 -6.11 0.0112
H 5.03 -2.22 5.02 0.1302
H 6.11 -6.97 0.75 0.0952
H -0.89 -3.35 -3.74 0.0725
H -1.84 2.00 -7.62 0.0794
O -1.69 4.53 6.29 0.0340
H -1.14 5.12 1.32 0.0701
H -4.64 2.16 -0.32 0.1225
C -4.84 2.05 -1.38 -0.1124
H -2.24 3.85 -5.86 0.1064
C 3.97 -0.24 3.37 -0.6052
H 1.25 4.84 1.92 0.0831
F -1.66 -0.82 2.03 -0.1961
O -2.68 -2.19 -7.94 -0.0019
H -2.67 -2.92 -3.80 0.0777
H -2.67 6.98 -4.48 0.1033
H 7.23 4.66 2.96 0.0977
C -1.27 2.01 3.94 -0.0413
H -2.20 6.10 9.15 0.0749
C -1.28 -1.55 -4.78 -0.1918
O 5.27 2.81 2.01 0.1261
P -1.60 -0.49 0.41 0.2210
O -3.47 1.96 -3.29 0.0611
O -0.82 2.87 -4.59 0.0022
H 4.38 -4.13 2.61 0.0650
H 1.98 -7.65 1.80 0.0786
H -1.27 3.04 -2.24 0.0792
H -2.05 7.04 7.65 0.0738
O -0.51 2.63 6.45 0.1397
P -0.30 -3.93 4.43 0.1783
H 3.00 -4.75 -2.71 0.1259
H -2.48 4.55 2.22 0.0804
F -0.70 0.85 0.71 -0.1607
H -3.40 -4.05 -0.60 0.0868
O 3.73 -1.51 3.65 0.0238
H -4.10 -5.16 -1.73 0.0997
C 4.85 -2.35 3.96 -0.1870
H 1.37 -2.78 -0.92 0.0747
H 0.89 -8.75 1.25 0.0775
H 7.55 5.81 1.62 0.0871
O -2.19 5.16 -1.04 0.0159
F -0.23 -1.33 0.41 -0.1548
H 3.59 -3.45 -1.89 0.1323
H -0.64 3.69 -6.49 0.1204
H -1.92 -0.68 -4.63 0.1083
H -1.71 3.53 0.97 0.0568
C 7.05 4.89 1.91 -0.0463
O 4.19 -6.15 0.73 -0.0302
H -0.78 -2.46 -8.70 0.0974
H 2.51 2.73 2.44 0.1109
O -1.61 3.22 4.58 0.0125
C -1.19 3.39 5.82 -0.6203
C -2.93 5.25 0.19 -0.1846
O -4.77 3.29 -2.06 0.0613
O 3.05 -5.00 -0.65 0.0434
C 4.14 -5.73 -0.53 -0.6236
F -2.42 -1.87 0.17 -0.1688
H -0.13 2.35 -1.16 0.0794
H -1.60 1.11 4.47 0.1063
H -3.25 5.76 7.79 0.0799
C -1.64 -2.56 -3.69 -0.0603
O 1.32 3.36 -5.04 0.1389
F 0.54 -5.24 4.83 -0.1480
F -1.45 -0.34 -1.21 -0.1627
H -3.01 1.00 -1.40 0.0762
H -3.04 6.29 0.50 0.1218
F -2.91 0.43 0.45 -0.1250
O 4.99 -5.92 -1.37 0.1296
C 4.52 -3.79 3.64 -0.0611
H 5.72 -2.08 3.36 0.1223
H 1.58 -7.54 0.11 0.0785
C 1.65 -0.27 2.84 -0.0383
H 1.72 -0.83 1.91 0.0954
H 1.19 -3.06 -2.63 0.0700
C -1.37 3.20 -5.84 -0.2206
C -3.14 -4.81 -1.35 -0.0500
H 0.86 0.46 2.69 0.0597
H 0.64 -4.28 -1.53 0.0783
H -0.29 -6.85 2.53 0.1259
H -0.69 1.45 -2.70 0.0881
O -2.99 7.13 -1.81 0.1333
C -2.68 -1.77 -6.68 -0.6125
O -2.36 -5.84 -0.85 0.0367
H -3.93 4.83 0.07 0.1172
H -1.52 5.87 -5.09 0.0779
H 5.09 -7.22 2.21 0.0931
C 0.09 -6.72 1.52 -0.1809
H -1.74 2.00 2.97 0.0768
C -1.76 1.89 -6.54 -0.0458
H -0.24 -1.24 -4.77 0.1276
F -1.15 -4.18 5.79 -0.1571
H 1.33 -0.95 3.63 0.0906
F -1.36 -4.87 3.58 -0.1995
C -1.70 -3.02 -8.52 -0.0484
F -1.27 -2.70 3.94 -0.2267
H -2.72 1.52 -6.18 0.0685
C -2.23 6.05 8.06 -0.0694
C 5.11 -7.16 1.13 -0.0366
C 1.14 -7.70 1.09 -0.0606
H 3.69 -4.23 4.19 0.0768
O -4.15 4.01 -4.06 0.1582
H -4.21 0.25 -2.42 0.1375
H -2.14 -3.34 -9.47 0.0922
O -1.56 -4.58 0.82 0.0454
C 4.89 3.95 1.82 -0.6059
O 3.62 4.28 1.66 0.0425
H 2.81 2.51 0.71 0.1373
O -0.92 -6.69 0.50 0.0826
H 1.29 4.40 0.23 0.0832
H 0.60 -5.75 1.57 0.1162
C -3.81 1.21 -2.12 -0.1276
F 0.56 -3.76 3.06 -0.1595
C -2.06 4.53 1.21 -0.0550
H 4.72 -8.09 0.71 0.0982
C 2.79 -4.20 -1.78 -0.2154
C 0.44 3.13 -4.28 -0.6258
```

Its total charge is -1. The HOMO-LUMO gap comes out at 10.03 eV. The value obtained for the HOMO energy is -8.12 eV. The electronic energy comes out at -144091.1664 eV.

# 2
This record from the OMol25 dataset describes C34H29Cl5N2O3P2PdS2 as an isolated structure. The level of theory is wB97M-V/def2-TZVPD.

```
78
Properties=species:S:1:pos:R:3:lowdin_charge:R:1
C -2.97 -1.83 -2.84 -0.0937
C 3.64 1.97 2.98 -0.0740
C -2.44 3.90 -1.79 -0.0049
S -0.90 2.44 3.78 0.6482
Cl 6.12 -2.62 0.89 0.7172
C 3.95 -4.06 0.21 -0.7064
C -1.70 -4.23 -3.47 -0.0664
H -3.61 2.63 4.55 0.0719
C 0.50 2.78 -4.02 -0.0649
H -1.94 1.36 0.42 0.0568
C 1.22 -0.21 5.03 -0.2373
C -3.80 2.49 3.48 -0.1292
O 0.09 4.36 -0.93 0.0617
C 1.69 -3.25 0.33 -0.7003
H 5.92 -0.43 2.10 0.0498
C -0.95 -3.15 -3.03 -0.1001
H -3.45 3.37 2.94 0.0725
C -2.46 1.99 -0.29 -0.0206
H 1.83 0.60 5.42 0.0631
H -0.17 3.57 -5.90 0.1077
H -1.70 1.68 -6.35 0.1066
H 0.32 0.20 4.55 -0.0399
C 2.14 -2.00 0.70 -0.2688
C -3.08 -4.11 -3.59 -0.0673
H -4.26 0.85 -0.25 0.1146
P -0.60 -0.58 -2.11 0.9311
H 5.80 1.69 3.27 0.1024
H 0.94 -0.89 5.84 0.0653
C -3.75 1.70 -0.70 -0.0635
Pd 0.90 -0.51 1.12 0.6574
C -1.83 3.09 -0.85 -0.1470
N 0.12 -0.43 -0.82 -0.2792
H -5.39 2.27 -1.96 0.1049
H 1.32 -3.17 4.63 0.0593
C 3.51 -1.80 0.96 -0.2274
H 0.46 -2.66 3.15 0.0160
H -4.79 -2.83 -3.37 0.1079
Cl 3.87 -1.60 4.85 0.3909
C 3.72 -0.41 1.53 -0.2813
H 2.09 -3.40 3.05 0.0535
C 4.98 0.09 2.19 -0.1006
C 4.91 1.26 2.83 -0.1033
S -1.25 -0.30 2.53 0.5475
C -1.24 0.66 -4.53 -0.0757
C -3.72 3.59 -2.19 -0.0673
C 1.43 -2.75 3.63 -0.2302
H -4.86 2.32 3.30 0.0881
N -0.45 3.39 -0.43 -0.3427
H -3.46 -0.90 -2.59 0.1021
C -1.58 -1.95 -2.71 -0.3520
H -1.90 4.75 -2.19 0.1188
Cl -0.01 -3.59 0.36 0.6798
H 3.65 3.01 3.26 0.1064
H 1.17 3.61 -3.82 0.1130
C -4.38 2.50 -1.64 -0.0741
O 0.07 2.68 0.40 0.0442
C -3.71 -2.92 -3.28 -0.0703
H 1.52 1.81 2.99 0.0294
C 0.39 1.75 -3.11 -0.0926
H -3.66 -4.95 -3.94 0.1079
C -1.81 1.23 3.10 -1.3101
H -1.90 -0.17 -4.74 0.0997
Cl 2.02 -5.82 -0.47 0.6677
C 2.48 1.33 2.81 -0.1439
O -3.15 1.31 3.01 -0.2688
H 3.58 0.26 0.66 0.1588
C 2.59 -4.28 0.05 -0.7135
H 0.97 1.75 -2.19 0.1003
Cl 5.07 -5.32 -0.16 0.6694
C 2.48 -0.12 2.40 -0.5222
H -1.21 -5.16 -3.71 0.1108
C -0.26 2.76 -5.19 -0.0662
C -1.12 1.70 -5.44 -0.0725
H -4.22 4.21 -2.93 0.1060
H 0.12 -3.25 -2.92 0.1060
C -0.49 0.70 -3.36 -0.3256
P 2.16 -1.13 3.82 0.5835
C 4.41 -2.82 0.68 -0.5948
```

The energy above the lowest of the compared OMol25 structures with the same formula, charge and spin is 249.06 kJ/mol. The HOMO-LUMO gap comes out at 6.42 eV. The value obtained for the HOMO energy is -7.23 eV. The electronic energy comes out at -151187.3465 eV.

# 3
This record from the OMol25 dataset describes one molecule with the formula C4H7NO in a non-equilibrium geometry. The level of theory is wB97M-V/def2-TZVPD.

```
13
Properties=species:S:1:pos:R:3:lowdin_charge:R:1
N 0.69 0.75 -1.93 0.0829
C 0.88 -0.87 0.74 -0.2771
H 1.32 -1.58 0.02 0.1224
H -1.67 0.79 -0.51 0.1012
C -0.69 -0.82 0.58 -0.1714
H 1.12 1.85 -0.23 0.1052
C 0.54 1.04 -0.69 -0.2189
H -0.81 1.29 1.02 0.1055
H -1.14 -1.06 1.54 0.1148
H 0.12 -0.05 -2.22 0.0497
O 1.45 -0.41 1.72 0.0398
H -0.98 -1.52 -0.21 0.1073
C -0.84 0.60 0.17 -0.1613
```

The energy above the lowest of the compared OMol25 structures with the same formula, charge and spin is 254.39 kJ/mol. The SMILES is [H]/N=C\CCC=O. The HOMO-LUMO gap comes out at 9.90 eV. The value obtained for the HOMO energy is -9.60 eV. The electronic energy comes out at -7797.0079 eV.

# 4
This record from the OMol25 dataset describes a 6-piece molecular cluster, C18H52N4O6 overall in a non-equilibrium geometry. The level of theory is wB97M-V/def2-TZVPD.

```
80
Properties=species:S:1:pos:R:3:mulliken_spin:R:1
N 8.18 2.28 -7.49 0.0163
C 0.19 9.31 -11.52 0.0049
C -0.37 7.44 -2.53 0.0718
H 8.23 4.20 -9.51 0.0012
H -0.03 10.35 -11.77 -0.1185
H 0.48 8.11 -2.67 0.1079
H -2.64 8.50 -4.85 -0.0257
H 3.95 4.11 -9.64 -0.0145
H -3.35 3.41 -12.17 -0.0076
H -1.04 6.24 -7.56 0.4329
H -1.80 6.99 -4.78 0.0456
H 2.61 8.13 -5.26 0.0762
H 3.30 3.17 -8.30 -0.0611
H -1.43 8.94 -0.43 -0.0033
C 2.19 7.12 -5.31 -0.8245
H 0.58 9.25 -8.77 0.1444
C -2.57 3.74 -11.48 0.0746
H 3.52 10.80 -7.06 -0.1095
H 2.75 7.92 -10.13 0.0299
C 1.28 9.87 -9.32 0.1797
H -1.78 2.99 -11.44 -0.0240
C 6.67 6.57 -4.80 -0.1405
H 7.89 1.75 -6.69 -0.0050
C 3.82 4.08 -8.56 0.4348
C 1.46 9.18 -10.66 -0.0558
C 7.38 3.49 -7.61 -0.1090
H -0.29 6.49 -3.04 0.1554
H 4.39 5.26 -3.70 0.0447
H 2.46 11.98 -7.78 -0.0314
O -1.20 6.35 -9.64 -0.3115
H 7.96 5.59 -8.31 -0.0055
C -0.55 7.10 -0.99 -0.0927
H 4.16 8.15 -3.64 -0.0154
C 4.15 5.83 -4.60 0.3646
N 0.49 6.17 -0.41 0.0179
H 0.37 8.93 -12.53 0.0668
O 2.50 9.97 -8.57 -0.8266
H 7.36 3.85 -6.57 0.0319
H -3.05 3.76 -10.50 0.0221
C 8.24 4.55 -8.48 0.0716
C -0.71 5.70 -8.45 -0.5199
H 6.96 6.03 -3.90 -0.0026
H -1.50 6.57 -0.92 -0.0001
H 1.36 6.67 -0.43 -0.0247
O 5.07 4.26 -7.92 -0.3195
H 3.20 4.97 -8.42 -0.0003
H -0.66 8.86 -11.00 0.0439
H 9.16 2.50 -7.33 -0.0011
H 2.13 6.72 -6.32 0.1552
H 4.34 5.37 -5.56 -0.1488
H -1.14 4.71 -8.56 -0.0531
C 5.93 3.12 -7.95 0.0549
H 1.18 7.24 -4.92 0.3555
H -0.67 8.15 0.94 -0.0098
H 0.94 10.90 -9.44 0.1122
H -0.93 8.47 -4.95 0.1434
H 4.97 7.61 -5.49 0.0679
H 9.30 4.49 -8.25 -0.0111
H 0.38 5.73 -8.39 0.2991
H 5.60 2.39 -7.21 0.0194
H 2.00 7.40 -11.50 -0.1506
H 7.31 7.44 -4.92 -0.0287
H -0.51 6.89 -10.06 0.1187
H 1.72 10.70 -6.86 -0.1420
C 2.54 10.92 -7.53 1.1862
H 5.09 7.19 -2.64 -0.0308
H 5.86 2.60 -8.90 0.0027
O 2.85 6.22 -4.30 -0.2406
H -2.17 5.51 -11.21 0.0208
O -2.15 4.94 -11.98 -0.0868
H 0.60 5.44 -1.10 -0.0034
N 1.85 7.80 -10.58 0.1287
C -0.56 8.35 -0.13 0.0237
O -1.56 8.09 -2.99 -0.4794
C -1.76 8.02 -4.41 0.5273
N 5.08 7.77 -3.47 0.0465
H 6.76 6.02 -5.74 0.0941
H 0.28 9.02 -0.29 0.0012
C 5.21 6.97 -4.64 0.1422
H 2.22 9.73 -11.23 0.0964
```

The energy above the lowest of the compared OMol25 structures with the same formula, charge and spin is 0.00 kJ/mol. Its total charge is -1. The HOMO-LUMO gap (spin up / spin down) comes out at 1.86 / 9.14 eV. The value obtained for the HOMO energy (spin up / spin down) is 0.75 / -6.58 eV. Its spin multiplicity is 2. The electronic energy comes out at -37749.1357 eV.

# 5
This record from the OMol25 dataset describes a 2-piece molecular cluster, C3H11NO3 overall in a non-equilibrium geometry. The level of theory is wB97M-V/def2-TZVPD.

```
18
Properties=species:S:1:pos:R:3:mulliken_spin:R:1
O -1.89 -0.60 1.04 0.1467
C -0.27 0.58 -0.40 0.0631
O 0.77 -1.47 2.51 0.0525
H -0.80 -1.50 -0.42 0.0141
H 0.72 2.31 -1.94 -0.0020
H 0.58 -2.37 2.23 -0.0019
C -1.30 -0.56 -0.20 0.1199
C 0.55 0.36 -1.67 0.0017
N 0.61 0.66 0.73 0.5583
H -0.82 1.55 -0.39 0.0546
H -2.10 -0.43 -0.93 -0.0033
H -1.28 -0.94 1.72 0.0001
H 0.19 1.17 1.52 -0.0070
O 1.19 1.51 -2.17 0.0164
H 1.21 -1.02 1.78 -0.0073
H 1.49 1.13 0.49 -0.0029
H -0.17 0.02 -2.40 0.0015
H 1.31 -0.41 -1.52 -0.0045
```

The energy above the lowest of the compared OMol25 structures with the same formula, charge and spin is 107.34 kJ/mol. Its total charge is +1. The HOMO-LUMO gap (spin up / spin down) comes out at 11.87 / 5.92 eV. The value obtained for the HOMO energy (spin up / spin down) is -15.31 / -15.26 eV. Its spin multiplicity is 2. The electronic energy comes out at -10912.0671 eV.

# 6
This record from the OMol25 dataset describes a 2-piece molecular cluster, C2H6N4O2 overall in a non-equilibrium geometry. The level of theory is wB97M-V/def2-TZVPD.

```
14
Properties=species:S:1:pos:R:3:lowdin_charge:R:1
N -0.97 1.18 1.68 0.1712
H -1.89 -1.23 0.11 0.0772
C -1.06 -1.34 -0.63 -0.0646
H -0.74 -2.36 -0.80 0.0689
N 1.21 -1.08 -0.11 -0.4341
O 1.52 -2.19 0.10 0.0916
H -1.29 -0.79 -1.60 0.1087
H 1.68 0.74 -0.27 0.1069
N 0.11 -0.54 -0.32 -0.0512
O 2.21 -0.14 -0.19 0.0554
H -1.39 0.32 1.53 0.0264
C -0.34 1.78 0.84 -0.3839
H 0.52 3.31 -0.39 0.1277
N 0.43 2.32 0.03 0.0996
```

The energy above the lowest of the compared OMol25 structures with the same formula, charge and spin is 499.78 kJ/mol. The SMILES is C/N=[N+](\[O-])O.N=C=N. The HOMO-LUMO gap comes out at 10.57 eV. The value obtained for the HOMO energy is -9.83 eV. The electronic energy comes out at -12221.4722 eV.